1.
# C20H20N2O4S

A single C20H20N2O4S molecule (wB97M-V/def2-TZVPD, OMol25).

The calculation puts the energy relative to the best compared isomer or geometry (same formula, charge and spin) at 31.3 kcal per mole. The value obtained for the highest occupied orbital energy is -7.863 eV. The HOMO-LUMO gap is 8.5 eV.

The geometry in XYZ format:
```
47
Properties=species:S:1:pos:R:3:forces:R:3:mulliken_charge:R:1
C -6.43612 1.95949 -1.55109 -0.2 0.0 0.0 -0.8654
H -6.62337 2.47180 -0.60149 0.0 0.0 0.0 0.3411
O -5.06049 1.77593 -1.77736 0.3 -0.1 0.0 -0.4416
C -4.35150 1.01694 -0.89327 0.2 0.0 0.0 0.8497
C -2.99364 0.86139 -1.17623 -0.2 0.1 -0.1 -0.8389
C -2.18512 0.11429 -0.34634 -0.1 0.1 0.0 0.2094
C -2.70680 -0.48665 0.79449 0.0 0.1 0.1 0.0953
C -4.05762 -0.33797 1.06736 0.2 0.0 0.0 -0.8688
C -4.87950 0.40769 0.23907 -0.2 0.2 -0.2 -0.4099
H -5.92505 0.50158 0.48679 -0.1 0.0 0.0 0.4004
H -4.48018 -0.81725 1.93792 0.0 -0.1 0.1 0.4003
C -1.83441 -1.33149 1.69247 -0.2 0.0 0.1 -1.0339
C -2.07370 -2.75735 1.26830 0.1 0.0 0.2 0.2366
O -2.97824 -3.44624 1.67649 -0.2 0.0 0.1 -0.6501
N -1.25148 -3.26970 0.27967 -0.4 -0.7 -0.2 -0.0720
C -0.08970 -2.79409 -0.25531 0.8 -0.3 -1.0 0.4847
N 0.61333 -1.80616 0.15417 -0.4 -0.1 0.6 -0.2483
C 1.73819 -1.61158 -0.59223 0.1 -0.6 -0.9 -0.0937
C 1.88876 -2.49926 -1.61901 -0.1 0.1 0.2 -0.6559
S 0.58602 -3.62418 -1.66786 -0.2 0.5 0.6 -0.2794
H 2.66555 -2.54878 -2.35313 0.2 0.0 -0.2 0.4869
C 2.67972 -0.54618 -0.25864 0.2 0.3 0.2 1.2078
C 4.02895 -0.71830 -0.52556 0.0 0.2 0.1 -0.8947
C 4.96710 0.26339 -0.21751 -0.1 0.1 0.0 0.5803
C 4.53231 1.43931 0.37571 0.4 -0.2 -0.1 -0.7171
C 3.18481 1.62451 0.64625 -0.4 0.0 0.1 -0.9698
C 2.24279 0.65381 0.33905 0.3 0.0 0.0 0.3915
O 0.90669 0.78997 0.55243 0.1 -0.1 -0.1 -0.1900
C 0.43282 1.96800 1.15655 -0.1 0.2 0.1 -1.0548
H -0.64752 1.84661 1.22530 0.1 0.1 0.0 0.2682
H 0.84858 2.10082 2.16059 0.0 0.0 0.0 0.3997
H 0.65740 2.85128 0.54939 0.0 0.0 0.0 0.3992
H 2.88283 2.55204 1.10583 -0.1 0.1 0.0 0.3696
H 5.22274 2.22499 0.63781 0.1 0.0 0.0 0.4009
O 6.26304 -0.03181 -0.52959 -0.2 -0.2 -0.1 -0.4486
C 7.25413 0.91832 -0.22595 0.1 0.1 0.0 -0.8746
H 8.19499 0.47661 -0.55044 0.0 0.1 0.0 0.2418
H 7.30245 1.12071 0.84914 0.0 0.0 0.0 0.3504
H 7.09137 1.85722 -0.76559 0.0 0.0 0.0 0.3414
H 4.38304 -1.63706 -0.96396 0.0 -0.2 0.0 0.4658
H -1.55112 -4.17540 -0.06489 -0.1 0.2 0.2 0.2500
H -2.15492 -1.22891 2.72959 0.0 -0.1 0.0 0.5628
H -0.78781 -1.06155 1.57609 -0.1 0.0 0.1 0.2026
H -1.13587 0.00492 -0.57200 0.1 0.0 0.0 0.6140
H -2.59715 1.33754 -2.05920 0.1 0.1 -0.1 0.4679
H -6.97698 1.00759 -1.56281 0.0 0.0 0.0 0.3455
H -6.78934 2.58314 -2.37097 0.0 0.0 0.1 0.2439
```
Forces are in eV/Å.


2.
# C3H4CsO2

C3H4CsO2 as an isolated structure (wB97M-V/def2-TZVPD, OMol25).

The calculation puts the energy relative to the best compared isomer or geometry (same formula, charge and spin) at 0.0 kcal per mole. As for the expectation value of S²: 0.7626. The value obtained for the highest occupied orbital energy (spin up / spin down) is -5.809 / -7.554 eV. The HOMO-LUMO gap (spin up / spin down) is 4.8 / 6.5 eV. As for the multiplicity: 2.

The geometry in XYZ format:
```
10
Properties=species:S:1:pos:R:3:forces:R:3:mulliken_charge:R:1
C -0.40445 0.94215 -0.07232 1.2 -0.8 -1.4 -0.4573
C -1.13151 1.06260 1.15702 -0.2 0.0 0.3 -0.6556
H 0.36558 1.71922 -0.18967 0.2 -0.5 0.2 0.2544
H -1.03728 1.07215 -0.96172 0.1 -0.6 0.2 0.2641
H -0.66906 1.50584 2.04029 -0.2 -0.3 -0.2 0.2563
H -2.18954 0.80107 1.20930 0.4 0.0 0.1 0.2598
C 0.57909 -0.67729 -0.48050 0.4 -1.2 0.2 0.5501
O 1.14908 -0.78349 -1.59531 -0.7 1.4 0.2 -0.7181
O 0.63060 -1.59871 0.37040 -0.7 1.2 0.3 -0.7107
Cs 2.70750 -4.04355 -1.47751 -0.6 0.9 0.3 0.9571
```
Forces are in eV/Å.